Entry 1:
The following is a quantum chemistry calculation of 12 unconnected molecules or ions with the total composition C18H54N2O14 at a distorted geometry, from the OMol25 dataset.

The geometry in XYZ format:
```
88
Properties=species:S:1:pos:R:3
N -4.74600 1.82833 -4.20545
C -4.11802 0.85600 -4.34016
O -3.34418 -0.15307 -4.43211
C -1.90659 0.23637 -4.51775
C -1.25770 0.05820 -3.17945
N -0.66708 -1.30673 -2.95921
C -0.85282 -2.22582 -4.10050
C -0.30862 -1.58536 -5.33128
C 1.11674 -1.09343 -5.02130
O 1.17946 0.12701 -4.69680
O 2.02302 -1.93692 -5.04972
C -1.21398 -0.41566 -5.69888
H -1.89315 1.30005 -4.69128
H -2.02210 0.20597 -2.42756
H -0.51269 0.79648 -2.97190
H -1.10933 -1.69278 -2.12867
H 0.31372 -1.19708 -2.70368
H -1.89833 -2.49737 -4.18423
H -0.31694 -3.13395 -3.86878
H -0.27705 -2.34880 -6.09570
H -1.99448 -0.82751 -6.33495
H -0.72438 0.32983 -6.29343
C -5.03412 -0.76879 -0.89618
O -3.89905 0.08054 -1.09404
H -4.70018 -1.64683 -0.34989
H -5.80416 -0.25837 -0.31463
H -5.45379 -1.08096 -1.85432
H -4.20277 0.85177 -1.58783
C 0.00075 3.39963 -1.14395
O 0.69809 2.25492 -1.61853
H -0.92792 3.49597 -1.70250
H -0.22767 3.28852 -0.08248
H 0.61243 4.29298 -1.29658
H 1.51387 2.19587 -1.11072
C -3.36361 2.84227 1.54433
O -3.56562 3.10507 0.15861
H -2.88737 3.72167 1.97604
H -4.32033 2.66671 2.04663
H -2.71195 1.97786 1.68521
H -3.98927 2.33542 -0.24502
C 2.38810 5.70967 -3.84731
O 1.36715 5.26023 -4.73004
H 2.81555 6.61860 -4.26252
H 1.97315 5.93130 -2.85930
H 3.17227 4.95340 -3.75965
H 0.99746 4.45298 -4.36103
C -0.36874 -2.01553 0.84603
O -1.16857 -2.14906 -0.33384
H 0.59165 -2.48424 0.64761
H -0.22019 -0.96400 1.08237
H -0.84765 -2.51175 1.68794
H -2.01925 -1.73075 -0.15647
C 1.57959 3.74603 2.13151
O 2.19643 2.97751 1.10037
H 1.39271 4.74004 1.73424
H 0.63024 3.29801 2.43586
H 2.23581 3.82635 3.00049
H 2.36033 2.09876 1.45500
C -0.54031 -0.06551 4.34893
O -1.38657 -0.17026 3.20823
H 0.40679 -0.54204 4.10876
H -0.36006 0.98438 4.59242
H -0.98973 -0.57263 5.20721
H -2.22532 0.25740 3.42501
C 3.43554 -0.94298 3.93834
O 3.07752 0.25653 3.23621
H 2.67339 -1.14493 4.68498
H 3.48849 -1.77957 3.24586
H 4.39937 -0.81195 4.43396
H 3.76472 0.41276 2.58400
C 4.25189 -5.18707 4.46758
O 4.37819 -3.79770 4.18261
H 3.47266 -5.31566 5.21394
H 3.97256 -5.73000 3.56197
H 5.19359 -5.57876 4.86195
H 5.07319 -3.70434 3.52073
C 6.21663 -6.08306 1.52246
O 6.56872 -4.69962 1.51784
H 5.73122 -6.28964 2.46913
H 5.52434 -6.30769 0.70762
H 7.10367 -6.71445 1.43510
H 7.00144 -4.50464 0.68312
C -4.65111 1.12073 4.84408
O -3.42012 1.60027 4.30146
H -4.50328 0.08477 5.13483
H -4.93817 1.70043 5.72323
H -5.44892 1.17216 4.09868
H -3.55320 2.51752 4.04712
```

Lowest unoccupied orbital energy: 0.1 eV
SMILES: N#CO[C@H]1C[NH2+]C[C@H](C(=O)[O-])C1.CO.CO.CO.CO.CO.CO.CO.CO.CO.CO.CO
Kohn-Sham gap: 8.02 eV
HOMO: -7.921 eV

So, what does the Löwdin scheme give us? The charges, in e, come out as: N 0.17; C -0.38; O 0.03; C -0.21; C -0.04; N 0.10; C -0.09; C -0.22; C -0.70; O -0.04; O -0.02; C -0.08; H 0.15; H 0.11; H 0.11; H 0.12; H 0.18; H 0.14; H 0.14; H 0.15; H 0.13; H 0.13; C -0.12; O -0.15; H 0.08; H 0.08; H 0.08; H 0.05; C -0.14; O -0.13; H 0.08; H 0.06; H 0.07; H 0.06; C -0.16; O -0.12; H 0.09; H 0.07; H 0.07; H 0.05; C -0.16; O -0.12; H 0.07; H 0.06; H 0.08; H 0.07; C -0.11; O -0.14; H 0.08; H 0.07; H 0.08; H 0.07; C -0.14; O -0.13; H 0.08; H 0.07; H 0.08; H 0.06; C -0.14; O -0.15; H 0.06; H 0.08; H 0.08; H 0.03; C -0.15; O -0.14; H 0.07; H 0.06; H 0.08; H 0.07; C -0.15; O -0.14; H 0.08; H 0.07; H 0.08; H 0.06; C -0.15; O -0.12; H 0.05; H 0.08; H 0.08; H 0.08; C -0.12; O -0.15; H 0.08; H 0.08; H 0.08; H 0.06


Entry 2:
The following is a quantum chemistry calculation of a single C5H6O2 molecule at a distorted geometry, from the OMol25 dataset.

The geometry in XYZ format:
```
13
Properties=species:S:1:pos:R:3
C -0.38131 -1.14784 -0.35984
C 0.82221 -1.47772 -0.50560
C -1.54187 -0.49848 0.28567
C -0.72188 0.83887 0.29220
C 0.74323 0.19639 -0.15012
O 1.25045 0.85639 -1.24438
O 1.54987 0.14098 0.94960
H -2.39239 -0.54434 -0.40954
H -1.75659 -1.11683 1.30018
H -0.93803 1.48614 -0.42695
H -0.74324 1.14913 1.33779
H 1.66953 0.14723 -1.79840
H 2.44002 -0.02992 0.72937
```

Lowest unoccupied orbital energy: 0.9 eV
Energy relative to the best compared isomer or geometry (same formula, charge and spin): 5.3157 eV
Kohn-Sham gap: 10.67 eV
HOMO: -9.810 eV

So, what does the Löwdin scheme give us? The charges, in e, come out as: C -0.13; C 0.11; C -0.12; C 0.00; C -0.62; O 0.04; O 0.05; H 0.11; H 0.17; H 0.07; H 0.12; H 0.12; H 0.09


Entry 3:
The following is a quantum chemistry calculation of a single C4H8N2S molecule at a distorted geometry, from the OMol25 dataset.

The geometry in XYZ format:
```
15
Properties=species:S:1:pos:R:3
C 1.26219 0.24322 1.67205
C 1.54805 -0.75525 0.56086
C 2.04084 -0.57227 -0.90088
N 0.62365 -0.70726 -0.73303
N 0.01204 0.41055 -1.11923
C -1.31851 0.70839 -0.80672
S -2.14820 0.24092 0.59385
H 1.88392 -0.01492 2.50851
H 0.23819 0.31601 2.09735
H 1.62688 1.12301 1.36003
H 1.70946 -1.91008 0.81749
H 2.38783 0.37373 -1.21805
H 2.26096 -1.34986 -1.48680
H 0.15586 0.36161 -2.36557
H -1.53706 1.57821 -1.40058
```

Lowest unoccupied orbital energy: 0.3 eV
SMILES: C[C@@H]1CN1NC=S
Energy relative to the best compared isomer or geometry (same formula, charge and spin): 5.5211 eV
Kohn-Sham gap: 8.44 eV
HOMO: -8.112 eV

So, what does the Löwdin scheme give us? The charges, in e, come out as: C -0.07; C -0.16; C -0.12; N -0.16; N -0.14; C -0.67; S 0.54; H 0.07; H 0.06; H 0.03; H 0.16; H 0.10; H 0.06; H 0.26; H 0.04


Entry 4:
The following is a quantum chemistry calculation of 2 unconnected molecules or ions with the total composition C5H13OP at a distorted geometry, from the OMol25 dataset.

The geometry in XYZ format:
```
20
Properties=species:S:1:pos:R:3
C -2.62852 0.29106 0.84599
C -2.48548 -0.31731 -0.55183
C -1.22689 -1.23313 -0.73030
O -0.85238 -1.62936 -1.79413
H -2.73579 -0.37729 1.61342
H -1.68899 0.90897 1.07577
H -3.49272 1.02525 0.83618
H -2.30315 0.33898 -1.34845
H -3.34251 -0.88483 -0.55274
H -0.83300 -1.60563 0.26922
C 1.49887 0.47510 -0.91979
P 1.56830 0.73374 0.97164
C 3.26703 0.22235 1.47900
H 1.98848 1.32151 -1.49511
H 0.56224 0.33849 -1.49033
H 2.12639 -0.40371 -0.95803
H 1.66933 2.05402 1.00615
H 3.26325 -0.76905 1.82625
H 3.31684 0.84032 2.39167
H 4.00178 0.57793 0.75217
```

Lowest unoccupied orbital energy: 1.1 eV
SMILES: CCC=O.CPC
Energy relative to the best compared isomer or geometry (same formula, charge and spin): 2.2094 eV
Kohn-Sham gap: 9.66 eV
HOMO: -8.576 eV

So, what does the Löwdin scheme give us? The charges, in e, come out as: C -0.11; C -0.19; C -0.30; O 0.04; H 0.03; H 0.07; H 0.09; H 0.09; H 0.08; H 0.12; C -0.34; P 0.77; C -0.36; H 0.04; H 0.00; H 0.01; H -0.12; H 0.00; H 0.02; H 0.04


Q: Look up the HOMO of the fourth one.
A: -8.576 eV